Entry from the OMol25 dataset: a structure of composition C16H8B3Br4O26V (ωB97M-V/def2-TZVPD).

The geometry in XYZ format:
```
58
Properties=species:S:1:pos:R:3
O -1.844 -2.003 -1.494
V -1.173 -0.612 -1.026
O -2.114 0.577 -1.553
O 1.860 4.256 4.303
C 2.289 3.214 3.735
O 2.286 2.960 2.438
B 2.625 1.566 2.182
O 2.919 1.067 3.549
C 2.776 1.865 4.509
O 2.813 1.671 5.729
O 3.709 1.335 1.160
C 3.251 0.610 0.138
O 3.971 0.209 -0.817
C 1.750 0.431 0.390
O 1.445 0.978 1.561
O 0.872 -0.060 -0.386
O -2.527 0.046 7.679
C -2.023 0.403 6.625
O -2.597 0.473 5.453
B -1.624 1.006 4.463
O -0.406 1.293 5.184
C -0.533 0.866 6.402
O 0.395 0.857 7.248
O -2.052 2.213 3.707
C -2.273 1.937 2.431
O -2.642 2.661 1.543
C -1.705 0.526 2.241
O -1.310 0.054 3.420
O -1.595 -0.038 1.170
O 1.044 -3.391 -3.576
C 1.731 -2.395 -3.792
O 2.902 -2.255 -4.261
B 3.187 -0.875 -4.640
O 2.111 -0.124 -4.065
C 1.167 -0.967 -3.613
O 0.022 -0.708 -3.168
O 4.408 -0.384 -4.016
C 5.246 0.203 -4.862
O 6.268 0.721 -4.498
C 4.622 0.054 -6.233
O 3.447 -0.588 -6.067
O 5.086 0.627 -7.274
Br -6.487 3.032 -0.848
C -4.552 3.461 -0.475
C -3.878 4.074 -1.663
Br -3.639 2.838 -3.180
H -3.986 2.545 -0.306
H -4.468 4.132 0.380
H -2.875 4.424 -1.418
H -4.454 4.913 -2.053
Br -1.650 -8.427 -1.850
C -1.953 -6.506 -2.171
C -1.366 -5.698 -1.088
Br -2.249 -6.176 0.590
H -3.004 -6.297 -2.372
H -1.457 -6.201 -3.093
H -1.486 -4.636 -1.301
H -0.278 -5.758 -1.071
```

Output
Highest occupied orbital energy (spin up / spin down): -0.291 / -0.291 hartree
Total energy: -377857.5626 eV
LUMO (spin up / spin down): -1.07 / -5.18 eV
Expectation value of S²: 0.7617
Gap between HOMO and LUMO (spin up / spin down): 0.2517 / 0.1006 Ha
Net charge: -1
2S+1: 2

=====

Entry from the OMol25 dataset: a cluster of 2 separate species, C16H8Cl2N4O2 in total (ωB97M-V/def2-TZVPD).

The geometry in XYZ format:
```
32
Properties=species:S:1:pos:R:3
N 1.799 -0.288 3.814
C 1.068 0.363 3.168
C 0.179 1.186 2.433
C -1.172 1.097 2.621
C -1.750 0.059 3.397
N -2.246 -0.785 4.037
C -2.117 2.056 2.012
O -3.330 1.886 2.136
C -1.507 3.189 1.262
Cl -2.594 4.264 0.516
C -0.152 3.333 1.160
Cl 0.556 4.671 0.377
C 0.794 2.362 1.784
O 2.009 2.507 1.817
N -2.207 -1.372 -3.275
C -0.964 -1.352 -2.724
C 0.182 -1.306 -3.571
C 1.462 -1.393 -3.028
C 1.594 -1.458 -1.639
N 2.730 -1.596 -0.871
C 2.391 -1.639 0.473
C 1.013 -1.504 0.581
C 0.465 -1.436 -0.750
C -0.808 -1.401 -1.307
H -2.331 -1.185 -4.264
H -3.027 -1.294 -2.691
H 0.039 -1.203 -4.650
H 2.362 -1.398 -3.643
H 3.670 -1.690 -1.252
H 3.149 -1.751 1.234
H 0.425 -1.488 1.493
H -1.682 -1.437 -0.649
```

Output
Highest occupied orbital energy: -0.268 hartree
Total energy: -51819.7738 eV
LUMO: -3.19 eV
Gap between HOMO and LUMO: 0.1511 Ha
SMILES: N#CC1=C(C#N)C(=O)C(Cl)=C(Cl)C1=O.Nc1ccc2[nH]ccc2c1
ΔE to the lowest compared entry with this formula, charge and spin: 0.5556 eV

=====

Entry from the OMol25 dataset: a structure of composition C16H8Cl3IN4O7V (ωB97M-V/def2-TZVPD).

The geometry in XYZ format:
```
40
Properties=species:S:1:pos:R:3
V -0.934 -0.810 2.114
Cl -0.110 5.597 2.137
C -0.840 4.051 1.798
C -0.196 3.223 0.815
C -0.427 1.899 0.806
Cl 1.303 -0.983 1.853
C -2.345 1.360 2.014
O -2.816 0.186 2.030
C -2.867 2.611 2.151
Cl -4.583 2.741 2.360
C -2.082 3.794 2.288
H 0.302 3.696 -0.024
H -2.562 4.606 2.823
O -1.736 0.818 -0.841
C -0.640 1.189 -0.495
O -0.925 1.346 2.010
C 0.560 0.881 -1.355
C 1.204 1.809 -2.158
C 2.284 1.388 -2.917
C 2.751 0.090 -2.915
C 2.071 -0.806 -2.114
C 0.984 -0.440 -1.352
N 2.517 -2.213 -2.053
O 3.463 -2.529 -2.735
O 1.914 -2.959 -1.304
N 2.974 2.380 -3.771
O 3.905 1.987 -4.439
O 2.554 3.517 -3.750
H 0.891 2.841 -2.215
H 3.602 -0.206 -3.510
H 0.483 -1.186 -0.757
I -2.853 -6.863 1.666
C -1.754 -5.126 1.584
C -0.475 -4.970 1.093
N -0.164 -3.676 1.228
N -1.163 -2.979 1.790
C -2.137 -3.854 2.021
H 0.214 -5.674 0.659
H 0.700 -3.196 1.005
H -3.069 -3.540 2.460
```

Output
Highest occupied orbital energy (spin up / spin down): -0.299 / -0.300 hartree
Total energy: -108364.2673 eV
LUMO (spin up / spin down): -1.41 / -1.41 eV
Expectation value of S²: 3.7566
Gap between HOMO and LUMO (spin up / spin down): 0.2476 / 0.2481 Ha
2S+1: 4